{"formula": "C6H4Cl2", "method": "ωB97M-V with the def2-TZVPD basis set", "symbols": ["Cl", "C", "C", "C", "C", "C", "C", "Cl", "H", "H", "H", "H"], "positions_angstrom": [[-2.45, 1.73, 0.09], [-1.05, 0.79, 0.01], [0.17, 1.34, -0.11], [1.37, 0.68, -0.17], [1.23, -0.71, 0.12], [0.04, -1.35, 0.30], [-1.11, -0.61, 0.00], [-2.51, -1.62, -0.12], [0.00, 2.44, -0.03], [2.34, 1.23, -0.38], [2.04, -1.41, -0.04], [-0.06, -2.50, 0.32]], "mulliken_charge": [-0.188, 0.238, -0.067, -0.750, -0.161, -0.532, 0.489, -0.188, 0.255, 0.321, 0.308, 0.276], "homo_energy_ev": -9.2, "total_energy_ev": -31330.867, "de_lowest_ev": 1.0168, "smiles": "Clc1ccccc1Cl", "orbital_gap_ha": 0.3630, "largest_force_ev_per_a": 3.997}

{"formula": "C3H6N2O2", "method": "ωB97M-V with the def2-TZVPD basis set", "symbols": ["N", "C", "O", "C", "O", "C", "N", "H", "H", "H", "H", "H", "H"], "positions_angstrom": [[-1.16, -0.08, -1.27], [-0.55, 0.38, 0.37], [-1.44, 0.98, 0.94], [0.19, -0.85, 0.93], [1.48, -0.31, 1.25], [1.67, 0.71, 0.37], [0.70, 1.13, -0.32], [-2.04, 0.42, -1.39], [-1.23, -1.04, -1.57], [-0.37, 0.44, -1.68], [0.33, -1.62, 0.16], [-0.28, -1.25, 1.83], [2.70, 1.08, 0.39]], "mulliken_charge": [-0.575, 0.973, -0.683, -0.518, -0.351, 0.046, -0.748, 0.290, 0.286, 0.359, 0.276, 0.261, 0.385], "homo_energy_ev": -9.1, "total_energy_ev": -10281.798, "de_lowest_ev": 2.9992, "smiles": "[NH3+][C@@]1([O-])COC=N1", "orbital_gap_ha": 0.3569, "largest_force_ev_per_a": 1.217}

{"formula": "C30H21CoF4N11O4S", "method": "ωB97M-V with the def2-TZVPD basis set", "symbols": ["Co", "O", "C", "C", "C", "C", "C", "C", "C", "O", "N", "O", "O", "H", "H", "H", "H", "F", "C", "C", "F", "C", "C", "C", "F", "C", "C", "C", "N", "C", "N", "F", "C", "C", "N", "C", "N", "C", "N", "C", "N", "C", "N", "C", "N", "C", "C", "H", "H", "H", "H", "H", "H", "H", "H", "H", "H", "H", "H", "C", "C", "C", "C", "N", "C", "S", "N", "H", "H", "H", "H", "H"], "positions_angstrom": [[-0.54, 1.19, -1.01], [-0.06, -0.61, -3.25], [0.79, 0.56, -3.47], [0.98, 2.81, -2.58], [1.98, 3.34, -3.39], [2.20, 4.70, -3.32], [1.45, 5.53, -2.48], [0.44, 5.01, -1.70], [0.19, 3.64, -1.74], [-0.75, 3.02, -1.08], [3.25, 5.29, -4.13], [3.45, 6.49, -4.02], [3.86, 4.55, -4.89], [0.83, 0.93, -4.48], [2.60, 2.72, -4.02], [1.69, 6.58, -2.45], [-0.15, 5.65, -1.05], [-0.37, -1.73, -0.98], [0.43, -2.82, -1.00], [0.09, -3.86, -0.16], [-1.01, -3.74, 0.59], [0.90, -5.00, -0.02], [2.03, -5.05, -0.87], [2.34, -4.01, -1.72], [3.42, -4.13, -2.49], [1.57, -2.85, -1.80], [2.07, -1.65, -2.51], [1.26, -0.77, -3.09], [0.60, 1.50, -2.44], [3.48, -1.41, -2.50], [4.61, -1.24, -2.46], [2.84, -6.09, -0.83], [0.67, -6.01, 0.95], [1.46, -7.17, 1.09], [2.05, -8.14, 1.27], [-0.31, -5.89, 1.97], [-1.04, -5.80, 2.85], [-3.02, 2.29, 0.13], [-2.24, 1.01, 0.11], [-1.97, 0.64, 1.54], [-3.19, 0.53, 2.30], [-3.91, 1.80, 2.27], [-4.25, 2.16, 0.89], [-5.07, 1.11, 0.30], [-4.36, -0.17, 0.31], [-3.14, -0.05, -0.45], [-4.04, -0.50, 1.70], [-3.26, 2.57, -0.90], [-2.39, 3.06, 0.57], [-1.33, 1.41, 1.97], [-1.45, -0.31, 1.57], [-3.29, 2.58, 2.71], [-4.83, 1.70, 2.84], [-5.31, 1.38, -0.73], [-6.00, 1.02, 0.87], [-3.38, 0.20, -1.48], [-2.62, -1.01, -0.42], [-3.51, -1.46, 1.73], [-4.96, -0.58, 2.28], [1.38, -0.30, 5.17], [1.91, -0.34, 3.78], [2.98, -1.16, 3.41], [3.38, -1.10, 2.08], [2.81, -0.29, 1.19], [1.83, 0.49, 1.64], [1.19, 1.74, 0.61], [1.35, 0.47, 2.89], [2.18, -0.05, 5.87], [0.99, -1.27, 5.45], [0.59, 0.44, 5.24], [3.47, -1.81, 4.12], [4.18, -1.72, 1.70]], "mulliken_charge": [-0.048, -0.476, -0.363, 0.069, -0.114, -0.548, -0.426, -0.944, 0.399, -0.237, 1.024, -0.627, -0.622, 0.758, 0.651, 0.499, 0.483, 0.044, 0.050, 0.261, -0.285, 0.237, -0.046, 0.595, -0.326, 0.442, -0.118, 0.289, 0.348, -0.170, -0.526, -0.314, 0.632, 0.054, -0.484, -0.052, -0.491, -1.046, 1.409, -0.820, 0.198, -0.592, 0.169, -0.669, 0.089, -0.574, -0.750, 0.263, 0.312, 0.219, 0.048, 0.327, 0.322, 0.337, 0.326, 0.385, -0.071, 0.319, 0.337, -1.302, 1.002, -0.778, -0.207, -0.367, 0.105, -0.152, -0.358, 0.348, 0.337, 0.316, 0.419, 0.478], "homo_energy_ev": [-8.3, -8.2], "total_energy_ev": -115354.949, "multiplicity": 2, "de_lowest_ev": 2.6003, "orbital_gap_ha": [0.2254, 0.1763], "largest_force_ev_per_a": 2.081}

{"formula": "C3H10N3", "method": "ωB97M-V with the def2-TZVPD basis set", "symbols": ["C", "C", "N", "H", "H", "H", "H", "H", "N", "C", "N", "H", "H", "H", "H", "H"], "positions_angstrom": [[-1.14, 0.81, -1.93], [0.73, -0.57, -2.27], [-0.07, -0.05, -1.44], [-1.04, 1.72, -1.32], [-2.15, 0.35, -1.81], [-1.06, 1.07, -2.96], [1.50, -1.27, -2.05], [0.68, -0.25, -3.34], [0.23, -0.40, 3.32], [-0.11, -0.15, 2.02], [0.72, -0.14, 1.03], [1.17, -0.69, 3.57], [-0.35, -0.08, 4.08], [-1.20, -0.01, 1.90], [0.42, -0.06, -0.09], [1.68, -0.28, 1.30]], "mulliken_charge": [-0.896, -0.243, -0.256, 0.301, 0.270, 0.374, 0.265, 0.230, -0.352, 0.230, -0.339, 0.221, 0.249, 0.302, 0.473, 0.170], "homo_energy_ev": -14.6, "total_energy_ev": -7736.676, "total_charge": 1, "de_lowest_ev": 1.5882, "orbital_gap_ha": 0.4291, "largest_force_ev_per_a": 2.155}